# 1
Here is a molecular structure, C13H18O14V from OMol25. Energies are from ωB97M-V with the def2-TZVPD basis set.

- Energy above the lowest of the compared OMol25 structures with the same formula, charge and spin: 0.000 eV
- Kohn-Sham gap (alpha / beta): 9.15 / 9.66 eV
- ⟨S²⟩: 0.764

```
! wB97M-V def2-TZVPD RIJCOSX def2/J DEFGRID3
* xyz 0 2
O -1.52 0.72 -1.59
V -0.96 -0.22 -0.50
C -2.40 -3.05 -2.68
C -1.86 -2.08 -1.73
O -0.57 -1.82 -1.66
O -2.56 -1.49 -0.83
H -1.62 -3.38 -3.36
H -3.21 -2.54 -3.18
H -2.74 -3.89 -2.03
C -2.32 -0.13 3.26
C -1.21 0.67 2.52
O -1.27 0.60 1.23
O -0.44 1.44 3.06
H -3.31 0.00 2.80
H -2.54 0.26 4.25
H -2.01 -1.16 3.36
C 0.68 3.64 0.91
C 1.99 3.18 1.58
O 2.07 1.77 1.14
C 1.18 1.53 0.23
O 0.96 0.43 -0.31
O 0.52 2.61 -0.14
H 0.77 4.61 0.37
H -0.13 3.47 1.64
H 1.99 3.15 2.64
H 2.84 3.73 1.18
C 1.40 -5.05 2.11
C 0.43 -5.75 1.15
O -0.19 -4.51 0.51
C 0.14 -3.40 1.18
O -0.31 -2.31 1.09
O 1.04 -3.71 2.13
H 2.45 -5.19 1.84
H 1.39 -5.44 3.18
H -0.30 -6.29 1.68
H 0.85 -6.33 0.27
C 0.10 3.73 -2.81
C 1.25 2.98 -3.51
O 2.37 3.33 -2.66
C 2.02 4.17 -1.72
O 2.70 4.60 -0.84
O 0.68 4.57 -1.86
H -0.62 3.05 -2.44
H -0.42 4.31 -3.55
H 1.46 3.32 -4.57
H 1.24 1.91 -3.33
*
```

For each atom in turn, the Löwdin charge in e is: -0.26 1.03 0.03 -0.61 -0.11 -0.06 0.09 0.09 0.12 0.01 -0.62 -0.15 0.06 0.08 0.07 0.07 -0.03 -0.03 0.12 -0.56 0.03 0.04 0.13 0.14 0.12 0.12 -0.16 -0.01 0.06 -0.56 0.16 0.07 0.13 0.15 0.10 0.15 -0.14 -0.05 0.08 -0.57 0.14 0.03 0.09 0.12 0.15 0.13



# 2
Here is a single C4H4O3 molecule from OMol25. Energies are from ωB97M-V with the def2-TZVPD basis set.

- Energy above the lowest of the compared OMol25 structures with the same formula, charge and spin: 3.886 eV
- Kohn-Sham gap: 9.13 eV

```
! wB97M-V def2-TZVPD RIJCOSX def2/J DEFGRID3
* xyz 0 1
C 1.10 0.15 -1.38
C -0.34 0.26 -1.01
O -1.31 0.22 -1.70
C -0.51 -0.18 0.74
O -0.47 1.04 0.37
C -0.87 -0.51 2.15
O -0.03 -0.53 3.02
H 1.34 0.99 -2.04
H 1.23 -0.78 -1.95
H 1.77 0.15 -0.52
H -1.92 -0.81 2.32
*
```

For each atom in turn, the Löwdin charge in e is: 0.01 -0.50 0.12 -0.02 0.11 -0.21 0.07 0.10 0.10 0.09 0.13



# 3
Here is a molecular structure, C19H29NO6Pm from OMol25. Energies are from ωB97M-V with the def2-TZVPD basis set.

- Kohn-Sham gap (alpha / beta): 8.29 / 8.69 eV
- ⟨S²⟩: 6.004

```
! wB97M-V def2-TZVPD RIJCOSX def2/J DEFGRID3
* xyz 3 5
Pm -0.22 -0.77 -0.45
C 2.63 -0.97 -2.07
C 1.71 0.10 -2.67
O 0.37 -0.44 -2.72
C -0.67 0.20 -3.48
C -1.34 1.34 -2.73
O -1.41 1.03 -1.29
C -2.53 1.70 -0.63
C -3.89 0.92 -0.90
O -3.87 0.40 -2.21
C -4.22 -0.23 0.10
C -3.68 -1.64 -0.15
O -2.25 -1.71 0.41
C -2.00 -3.13 0.71
C -0.69 -3.26 1.47
O 0.37 -3.03 0.47
C 1.67 -2.88 1.04
C 2.63 -2.49 -0.05
O 2.12 -1.32 -0.76
H 3.65 -0.59 -1.97
H 2.59 -1.87 -2.69
H 2.11 0.38 -3.65
H 1.67 0.98 -2.02
H -1.43 -0.57 -3.72
H -0.29 0.59 -4.47
H -2.38 1.47 -3.07
H -0.77 2.26 -2.90
H -2.61 2.71 -1.00
H -2.25 1.70 0.44
H -4.66 -0.18 -2.34
H -4.73 1.68 -0.68
H -5.27 -0.29 0.10
H -3.97 0.07 1.19
H -3.66 -1.92 -1.20
H -4.28 -2.35 0.40
H -1.91 -3.70 -0.21
H -2.86 -3.47 1.33
H -0.59 -4.26 1.87
H -0.61 -2.57 2.27
H 1.95 -3.81 1.55
H 1.73 -2.17 1.89
H 2.80 -3.38 -0.70
H 3.56 -2.23 0.48
N 0.58 0.75 0.93
C 1.25 1.49 1.56
C 2.15 2.28 2.22
C 1.81 2.93 3.45
C 2.77 3.72 4.07
C 4.00 3.93 3.43
C 4.32 3.33 2.22
C 3.40 2.49 1.62
H 0.83 2.67 3.97
H 2.63 4.10 5.12
H 4.74 4.53 3.95
H 5.26 3.57 1.71
H 3.72 1.92 0.76
*
```

For each atom in turn, the Löwdin charge in e is: 2.00 -0.10 -0.12 -0.29 -0.11 -0.10 -0.34 -0.06 -0.31 -0.04 -0.10 -0.08 -0.32 -0.14 -0.11 -0.25 -0.18 -0.10 -0.29 0.16 0.15 0.17 0.14 0.15 0.18 0.13 0.15 0.14 0.13 0.15 0.19 0.11 0.17 0.13 0.13 0.15 0.17 0.16 0.13 0.17 0.14 0.17 0.16 0.03 -0.05 -0.22 0.02 -0.03 0.00 -0.03 0.00 0.15 0.15 0.14 0.14 0.12



# 4
Here is 8 unconnected molecules or ions with the total composition C39H37N8O16 from OMol25. Energies are from ωB97M-V with the def2-TZVPD basis set.

- Energy above the lowest of the compared OMol25 structures with the same formula, charge and spin: 3.759 eV
- Kohn-Sham gap: 7.14 eV

```
! wB97M-V def2-TZVPD RIJCOSX def2/J DEFGRID3
* xyz -1 1
N 0.64 -1.63 -0.52
O 0.18 -2.54 -1.22
O -0.11 -0.84 0.09
O 1.93 -1.50 -0.52
C -1.64 3.68 1.70
C -2.67 4.80 1.80
C -3.80 4.88 0.68
C -3.72 4.02 -0.61
C -2.86 2.79 -0.47
C -1.71 2.64 0.60
N -4.75 4.16 -1.60
O -4.60 3.68 -2.76
O -5.73 4.83 -1.23
H -0.94 3.62 2.46
H -2.77 5.53 2.60
H -4.54 5.72 0.80
H -2.58 2.16 -1.25
H -0.96 1.74 0.71
C 3.80 1.79 2.22
C 2.71 1.22 1.15
C 2.04 2.01 0.15
C 2.32 3.58 0.13
C 3.37 4.15 1.02
C 4.03 3.17 2.10
N 1.51 4.39 -0.73
O 0.76 3.87 -1.58
O 1.53 5.57 -0.47
H 4.41 1.31 3.11
H 2.43 0.30 1.18
H 1.34 1.66 -0.40
H 3.71 5.20 0.94
H 4.54 3.60 2.93
C -0.28 1.70 4.78
C -0.01 0.74 3.62
C -1.11 -0.34 3.34
C -2.39 -0.53 4.21
C -2.67 0.68 5.28
C -1.54 1.64 5.45
N -3.42 -1.43 3.82
O -4.54 -1.30 4.50
O -3.22 -2.20 3.03
H 0.36 2.42 5.00
H 0.80 0.70 3.04
H -1.12 -1.06 2.49
H -3.53 0.58 5.88
H -1.80 2.51 6.09
C -1.67 0.95 -4.14
C -0.71 0.26 -3.14
C 0.75 0.57 -3.12
C 1.22 1.95 -3.84
C 0.14 2.73 -4.67
C -1.31 2.16 -4.85
N 2.63 2.51 -3.67
O 2.88 3.42 -4.47
O 3.35 1.71 -3.16
H -2.74 0.92 -4.26
H -0.92 -0.85 -2.53
H 1.55 0.22 -2.66
H 0.63 3.70 -5.05
H -1.99 2.71 -5.42
C -4.78 -0.16 0.18
C -6.12 0.05 -0.31
C -6.46 -0.12 -1.76
C -5.51 -0.81 -2.66
C -4.17 -1.13 -2.21
C -3.81 -0.80 -0.70
N -5.90 -1.10 -4.10
O -4.99 -1.48 -4.95
O -7.06 -0.72 -4.45
H -4.58 0.11 1.21
H -6.70 0.40 0.46
H -7.53 0.07 -2.12
H -3.37 -1.71 -2.57
H -2.82 -0.99 -0.52
C 0.80 -4.49 1.69
C 1.94 -4.80 0.74
C 3.29 -5.49 1.23
C 3.29 -5.84 2.74
C 2.06 -5.56 3.68
C 0.82 -4.95 2.96
N 4.49 -6.43 3.36
O 4.65 -5.97 4.58
O 5.32 -6.94 2.61
H -0.23 -4.29 1.52
H 1.88 -4.38 -0.36
H 4.15 -5.77 0.55
H 2.15 -5.84 4.71
H -0.06 -4.82 3.45
C 3.81 -3.46 -2.30
O 3.84 -4.77 -1.97
N 5.01 -2.82 -2.27
C 4.94 -1.44 -2.55
C 6.39 -3.42 -1.99
H 3.02 -2.99 -2.47
H 5.24 -0.87 -1.82
H 3.98 -1.05 -2.59
H 5.58 -0.93 -3.45
H 6.25 -4.44 -1.62
H 7.10 -2.97 -1.48
H 6.89 -3.55 -3.02
*
```

Atom charges from the Löwdin analysis, given in e for atoms 1 to 99: -0.57 -0.06 -0.08 -0.09 -0.05 -0.02 0.04 -0.11 0.05 0.00 -0.35 0.05 0.04 0.03 0.07 0.09 0.04 0.11 -0.03 0.01 0.06 -0.08 0.07 -0.10 -0.37 0.05 0.07 0.13 -0.01 0.00 0.09 0.06 -0.04 0.04 0.08 -0.07 0.08 -0.10 -0.43 -0.02 0.15 0.03 0.00 0.08 0.06 0.09 -0.07 -0.03 0.04 -0.06 0.04 -0.06 -0.38 0.04 0.08 0.07 0.14 0.00 0.10 0.06 -0.07 -0.04 0.02 -0.13 0.06 0.02 -0.28 0.01 0.02 0.09 0.06 0.12 0.08 0.03 -0.10 0.02 0.07 -0.11 0.08 -0.10 -0.33 -0.01 0.06 0.09 0.09 0.09 0.07 0.05 -0.16 -0.13 -0.13 -0.09 0.01 0.04 0.02 0.05 0.15 0.08 0.02